Entry 1:
The following is a quantum chemistry calculation of a cluster of 5 separate species, C19H40F5NO8S in total at a distorted geometry, from the OMol25 dataset.

Bonds (Å) are listed after each position.
Element x y z (Å)
1 C 1.68 -3.51 -1.07  C2 1.667, H27 1.189, H28 1.181, H29 1.174
2 C 2.05 -2.18 -0.13  C1 1.667, N3 1.517, H30 1.171, H31 1.185
3 N 0.79 -1.36 0.00  C2 1.517, C4 1.544, C24 1.512
4 C 0.74 -0.36 -1.18  N3 1.544, C5 1.635, H32 1.170, H33 1.193
5 C -0.76 0.29 -1.16  C4 1.635, C6 1.632, H34 1.176, H35 1.195
6 C -1.22 1.08 -2.51  C5 1.632, C7 1.674, C13 1.636, H36 1.194
7 C -0.50 0.51 -3.91  C6 1.674, C8 1.639, H37 1.169, H38 1.194
8 C -1.23 -0.84 -4.47  C7 1.639, O9 1.471, H39 1.187, H40 1.194
9 O -1.97 -1.62 -3.46  C8 1.471, S10 1.740
10 S -3.40 -0.76 -2.95  O9 1.740, O11 1.556, O12 1.565, C13 1.912
11 O -4.55 -0.92 -3.98  S10 1.556
12 O -3.89 -1.29 -1.56  S10 1.565
13 C -2.82 1.06 -2.85  C6 1.636, S10 1.912, C14 1.616, H41 1.196
14 C -3.78 2.02 -1.98  C13 1.616, C15 1.624, H42 1.190, H43 1.188
15 C -3.31 2.42 -0.48  C14 1.624, C16 1.662, H44 1.195, H45 1.168
16 C -2.41 3.82 -0.54  C15 1.662, C17 1.639, H46 1.194, H47 1.170
17 C -1.49 4.08 0.79  C16 1.639, F18 1.510, F19 1.480, C20 1.673
18 F -2.29 5.02 1.67  C17 1.510
19 F -1.09 2.86 1.54  C17 1.480
20 C -0.20 5.00 0.28  C17 1.673, F21 1.485, F22 1.481, F23 1.511
21 F 0.68 4.13 -0.55  C20 1.485
22 F 0.49 5.70 1.38  C20 1.481
23 F -0.70 6.08 -0.66  C20 1.511
24 C 0.68 -0.65 1.33  N3 1.512, C25 1.673, O26 1.335
25 C -0.49 -1.23 2.37  C24 1.673, H48 1.193, H49 1.182, H50 1.174
26 O 1.40 0.40 1.74  C24 1.335
27 H 1.32 -3.15 -2.14  C1 1.189
28 H 2.64 -4.18 -1.22  C1 1.181
29 H 0.84 -4.18 -0.60  C1 1.174
30 H 2.48 -2.57 0.89  C2 1.171
31 H 2.84 -1.57 -0.77  C2 1.185
32 H 1.01 -0.99 -2.12  C4 1.170
33 H 1.58 0.44 -0.92  C4 1.193
34 H -1.50 -0.55 -0.79  C5 1.176
35 H -0.76 1.10 -0.29  C5 1.195
36 H -0.80 2.20 -2.41  C6 1.194
37 H 0.67 0.46 -3.83  C7 1.169
38 H -0.72 1.37 -4.72  C7 1.194
39 H -0.49 -1.52 -5.09  C8 1.187
40 H -2.05 -0.48 -5.26  C8 1.194
41 H -2.91 1.43 -3.99  C13 1.196
42 H -3.94 3.04 -2.58  C14 1.190
43 H -4.86 1.52 -1.92  C14 1.188
44 H -4.30 2.75 0.11  C15 1.195
45 H -2.83 1.58 0.17  C15 1.168
46 H -3.21 4.70 -0.57  C16 1.194
47 H -1.79 3.93 -1.53  C16 1.170
48 H -0.70 -2.36 2.04  C25 1.193
49 H -0.11 -1.28 3.49  C25 1.182
50 H -1.52 -0.67 2.25  C25 1.174
51 C 0.89 -1.83 6.23  O52 1.416, H53 1.093, H54 1.093, H55 1.093
52 O 1.46 -1.73 4.93  C51 1.416, H56 0.972
53 H 0.12 -2.60 6.21  C51 1.093
54 H 1.67 -2.10 6.94  C51 1.093
55 H 0.44 -0.87 6.51  C51 1.093
56 H 2.14 -1.03 4.97  O52 0.972
57 C 2.71 -7.37 -1.06  O58 1.416, H59 1.093, H60 1.093, H61 1.093
58 O 2.78 -6.26 -1.94  C57 1.416, H62 0.972
59 H 1.67 -7.49 -0.73  C57 1.093
60 H 3.04 -8.27 -1.58  C57 1.093
61 H 3.34 -7.18 -0.19  C57 1.093
62 H 3.71 -6.18 -2.22  O58 0.972
63 C 1.00 -4.70 3.20  O64 1.416, H65 1.093, H66 1.093, H67 1.093
64 O 2.23 -4.00 3.30  C63 1.416, H68 0.972
65 H 0.91 -5.10 2.19  C63 1.093
66 H 0.99 -5.52 3.92  C63 1.093
67 H 0.17 -4.01 3.39  C63 1.093
68 H 2.28 -3.65 4.21  O64 0.972
69 C 2.59 8.56 0.96  O70 1.416, H71 1.093, H72 1.093, H73 1.093
70 O 2.89 7.18 0.84  C69 1.416, H74 0.972
71 H 3.47 9.14 0.68  C69 1.093
72 H 1.77 8.81 0.28  C69 1.093
73 H 2.31 8.78 1.99  C69 1.093
74 H 2.09 6.69 1.09  O70 0.972

Output
LUMO energy in eV: 0.283
SMILES string: CCN(CC[C@H]1CCOS(=O)(=O)[C@H]1CCCC(F)(F)C(F)(F)F)C(C)=O.CO.CO.CO.CO

Taken from the Löwdin analysis, the atomic charges in e are: atom 1 (C): -0.104, atom 2 (C): -0.208, atom 3 (N): -0.154, atom 4 (C): -0.161, atom 5 (C): -0.132, atom 6 (C): -0.247, atom 7 (C): -0.140, atom 8 (C): -0.213, atom 9 (O): -0.285, atom 10 (S): 0.857, atom 11 (O): -0.362, atom 12 (O): -0.359, atom 13 (C): -0.279, atom 14 (C): -0.170, atom 15 (C): -0.163, atom 16 (C): -0.092, atom 17 (C): -0.172, atom 18 (F): -0.020, atom 19 (F): 0.019, atom 20 (C): -0.138, atom 21 (F): 0.038, atom 22 (F): 0.037, atom 23 (F): 0.014, atom 24 (C): -0.287, atom 25 (C): -0.018, atom 26 (O): -0.039, atom 27 (H): 0.076, atom 28 (H): 0.064, atom 29 (H): 0.082, atom 30 (H): 0.126, atom 31 (H): 0.124, atom 32 (H): 0.111, atom 33 (H): 0.144, atom 34 (H): 0.123, atom 35 (H): 0.106, atom 36 (H): 0.145, atom 37 (H): 0.115, atom 38 (H): 0.128, atom 39 (H): 0.151, atom 40 (H): 0.131, atom 41 (H): 0.150, atom 42 (H): 0.139, atom 43 (H): 0.138, atom 44 (H): 0.137, atom 45 (H): 0.112, atom 46 (H): 0.151, atom 47 (H): 0.118, atom 48 (H): 0.083, atom 49 (H): 0.069, atom 50 (H): 0.086, atom 51 (C): -0.143, atom 52 (O): -0.160, atom 53 (H): 0.084, atom 54 (H): 0.079, atom 55 (H): 0.081, atom 56 (H): 0.106, atom 57 (C): -0.158, atom 58 (O): -0.159, atom 59 (H): 0.081, atom 60 (H): 0.074, atom 61 (H): 0.078, atom 62 (H): 0.088, atom 63 (C): -0.162, atom 64 (O): -0.145, atom 65 (H): 0.075, atom 66 (H): 0.076, atom 67 (H): 0.056, atom 68 (H): 0.057, atom 69 (C): -0.167, atom 70 (O): -0.134, atom 71 (H): 0.078, atom 72 (H): 0.074, atom 73 (H): 0.076, atom 74 (H): 0.035

Entry 2:
The following is a quantum chemistry calculation of a cluster of 10 separate species, H20O10 in total at a distorted geometry, from the OMol25 dataset.

Bonds (Å) are listed after each position.
Element x y z (Å)
1 O -7.64 -9.11 19.04  H2 0.956, H3 0.950
2 H -6.80 -8.80 18.71  O1 0.956
3 H -7.52 -9.81 19.68  O1 0.950
4 O -6.71 -4.74 13.27  H5 0.953, H6 0.953
5 H -6.10 -5.45 13.42  O4 0.953
6 H -7.12 -4.58 14.11  O4 0.953
7 O -6.75 -9.29 13.20  H8 0.971, H9 0.971
8 H -6.58 -9.98 12.55  O7 0.971
9 H -7.49 -9.52 13.79  O7 0.971
10 O -6.37 -7.79 15.93  H11 0.958, H12 0.938
11 H -6.05 -7.63 15.04  O10 0.958
12 H -5.60 -8.15 16.33  O10 0.938
13 O -4.84 -8.41 18.40  H14 0.971, H15 0.937
14 H -4.42 -8.79 19.20  O13 0.971
15 H -4.60 -7.51 18.52  O13 0.937
16 O -5.37 -7.03 13.25  H17 0.942, H18 0.969
17 H -5.90 -7.79 13.08  O16 0.942
18 H -4.51 -7.31 13.59  O16 0.969
19 O -8.81 -7.23 14.65  H20 0.958, H21 0.943
20 H -8.02 -7.32 15.18  O19 0.958
21 H -9.45 -7.60 15.23  O19 0.943
22 O -7.62 -6.30 18.18  H23 0.937, H24 0.953
23 H -7.64 -6.95 17.50  O22 0.937
24 H -6.82 -5.82 17.97  O22 0.953
25 O -4.65 -10.36 14.78  H26 0.943, H27 0.943
26 H -5.31 -10.19 14.12  O25 0.943
27 H -5.07 -10.33 15.62  O25 0.943
28 O -2.99 -9.51 16.78  H29 0.979, H30 0.960
29 H -2.25 -9.82 17.35  O28 0.979
30 H -3.68 -9.22 17.38  O28 0.960

Output
LUMO energy in eV: -0.404
SMILES string: O.O.O.O.O.O.O.O.O.O
Energy relative to the best compared isomer or geometry (same formula, charge and spin) in eV: 3.201

Taken from the Löwdin analysis, the atomic charges in e are: atom 1 (O): -0.048, atom 2 (H): -0.027, atom 3 (H): 0.025, atom 4 (O): -0.060, atom 5 (H): -0.040, atom 6 (H): 0.018, atom 7 (O): -0.046, atom 8 (H): 0.094, atom 9 (H): 0.087, atom 10 (O): -0.026, atom 11 (H): 0.011, atom 12 (H): 0.007, atom 13 (O): -0.023, atom 14 (H): 0.101, atom 15 (H): 0.066, atom 16 (O): -0.037, atom 17 (H): -0.014, atom 18 (H): 0.085, atom 19 (O): -0.027, atom 20 (H): -0.024, atom 21 (H): 0.028, atom 22 (O): -0.029, atom 23 (H): -0.032, atom 24 (H): 0.026, atom 25 (O): -0.036, atom 26 (H): -0.030, atom 27 (H): 0.008, atom 28 (O): -0.071, atom 29 (H): 0.056, atom 30 (H): -0.043